Density functional theory data (the ωB97M-V functional and the def2-TZVPD basis) for a cluster of 15 separate species, C84H165N6O36P9 in total at a distorted geometry.

Cartesian coordinates (Å):
N (-0.430, -6.190, 0.053)
C (-0.407, -4.943, -0.466)
C (-0.220, -4.638, -1.844)
C (-0.012, -5.702, -2.695)
C (0.070, -6.970, -2.209)
C (-0.165, -7.179, -0.864)
H (-0.624, -4.176, 0.286)
H (-0.352, -3.561, -2.054)
H (0.163, -5.560, -3.796)
H (0.366, -7.834, -2.896)
H (-0.114, -8.231, -0.491)
N (3.013, 0.594, 5.710)
C (3.132, 1.274, 6.826)
C (4.214, 1.226, 7.704)
C (5.107, 0.139, 7.448)
C (5.029, -0.650, 6.322)
C (4.000, -0.339, 5.443)
H (2.361, 2.011, 7.077)
H (4.287, 1.882, 8.515)
H (5.981, 0.051, 8.154)
H (5.724, -1.350, 6.067)
H (3.982, -0.732, 4.443)
N (-7.759, -3.219, -0.665)
C (-8.247, -2.560, 0.407)
C (-7.967, -1.231, 0.682)
C (-7.096, -0.563, -0.148)
C (-6.495, -1.271, -1.210)
C (-6.831, -2.624, -1.395)
H (-8.970, -3.061, 1.034)
H (-8.485, -0.699, 1.525)
H (-6.870, 0.499, -0.027)
H (-5.762, -0.772, -1.856)
H (-6.401, -3.048, -2.293)
N (2.226, 0.357, -5.200)
C (1.744, 0.159, -3.952)
C (0.739, -0.707, -3.677)
C (0.366, -1.639, -4.608)
C (0.771, -1.493, -5.944)
C (1.755, -0.504, -6.173)
H (2.111, 0.810, -3.215)
H (0.417, -0.771, -2.629)
H (-0.449, -2.324, -4.319)
H (0.453, -2.019, -6.834)
H (2.095, -0.265, -7.181)
N (-1.943, 1.867, 1.065)
C (-1.957, 1.004, 0.041)
C (-0.997, -0.010, -0.047)
C (-0.169, -0.250, 1.063)
C (-0.085, 0.671, 2.100)
C (-1.042, 1.710, 2.045)
H (-2.681, 1.278, -0.684)
H (-0.977, -0.820, -0.770)
H (0.479, -1.082, 1.113)
H (0.721, 0.629, 2.867)
H (-0.956, 2.488, 2.831)
N (3.918, -3.696, 2.802)
C (3.802, -2.775, 1.899)
C (3.151, -2.927, 0.686)
C (2.505, -4.126, 0.461)
C (2.443, -5.022, 1.531)
C (3.184, -4.786, 2.688)
H (4.413, -1.860, 2.123)
H (2.998, -2.143, -0.081)
H (1.849, -4.310, -0.438)
H (1.801, -5.919, 1.502)
H (3.257, -5.424, 3.562)
C (-5.854, -6.237, -3.060)
C (-4.422, -5.856, -2.888)
O (-3.804, -5.343, -4.096)
P (-3.721, -3.743, -4.123)
O (-5.027, -3.023, -3.922)
O (-2.571, -3.306, -3.111)
C (-2.867, -2.226, -2.201)
C (-3.270, -2.785, -0.850)
O (-2.983, -3.460, -5.455)
C (-3.681, -3.802, -6.706)
C (-3.035, -3.204, -7.885)
H (-6.085, -6.709, -2.131)
H (-6.603, -5.437, -3.150)
H (-5.937, -7.044, -3.876)
H (-4.434, -5.107, -2.091)
H (-3.873, -6.710, -2.523)
H (-2.030, -1.554, -2.098)
H (-3.643, -1.549, -2.610)
H (-2.548, -3.449, -0.465)
H (-3.486, -1.987, -0.136)
H (-4.194, -3.332, -0.999)
H (-3.704, -4.889, -6.792)
H (-4.755, -3.422, -6.710)
H (-3.702, -3.409, -8.728)
H (-2.794, -2.155, -7.676)
H (-2.082, -3.657, -8.173)
C (2.014, 7.817, 0.360)
C (2.904, 7.594, 1.503)
O (3.743, 6.419, 1.226)
P (5.253, 6.398, 1.664)
O (5.968, 5.108, 1.431)
O (6.004, 7.733, 1.047)
C (6.069, 7.785, -0.345)
C (5.724, 9.155, -0.902)
O (5.186, 6.789, 3.177)
C (6.160, 6.162, 4.029)
C (5.591, 4.880, 4.650)
H (1.614, 6.876, 0.031)
H (1.202, 8.568, 0.529)
H (2.575, 8.122, -0.509)
H (3.498, 8.513, 1.679)
H (2.407, 7.349, 2.412)
H (7.066, 7.529, -0.674)
H (5.376, 7.041, -0.736)
H (5.560, 9.092, -2.011)
H (4.732, 9.499, -0.519)
H (6.471, 9.902, -0.702)
H (7.120, 6.074, 3.458)
H (6.345, 6.779, 4.907)
H (6.435, 4.308, 5.089)
H (4.900, 5.141, 5.474)
H (5.045, 4.303, 3.851)
C (-6.281, -0.151, -5.876)
C (-6.441, 0.453, -4.480)
O (-5.951, 1.852, -4.363)
P (-4.833, 2.112, -3.263)
O (-4.269, 1.022, -2.491)
O (-3.799, 2.985, -4.112)
C (-2.464, 3.325, -3.674)
C (-1.589, 2.090, -3.779)
O (-5.364, 3.316, -2.233)
C (-6.346, 2.931, -1.206)
C (-5.645, 2.628, 0.093)
H (-6.995, 0.345, -6.502)
H (-5.287, 0.011, -6.220)
H (-6.464, -1.211, -5.834)
H (-7.458, 0.502, -4.168)
H (-5.925, -0.065, -3.660)
H (-2.283, 4.165, -4.316)
H (-2.497, 3.575, -2.573)
H (-0.580, 2.361, -3.588)
H (-1.930, 1.307, -3.187)
H (-1.608, 1.796, -4.832)
H (-7.114, 3.749, -1.200)
H (-6.960, 2.134, -1.578)
H (-6.343, 2.637, 0.926)
H (-5.185, 1.608, 0.109)
H (-4.928, 3.497, 0.144)
C (-0.595, -7.066, -5.934)
C (0.663, -7.872, -6.216)
O (1.766, -7.449, -5.358)
P (3.092, -6.888, -6.086)
O (2.851, -6.079, -7.265)
O (4.060, -8.115, -6.295)
C (4.176, -9.266, -5.397)
C (4.884, -10.375, -6.310)
O (3.714, -6.138, -4.843)
C (4.761, -5.069, -5.016)
C (4.050, -3.724, -4.556)
H (-0.846, -7.195, -4.872)
H (-0.629, -6.005, -6.137)
H (-1.417, -7.517, -6.491)
H (0.507, -8.903, -6.020)
H (0.867, -7.864, -7.288)
H (4.842, -9.036, -4.566)
H (3.160, -9.614, -5.159)
H (5.712, -9.812, -6.755)
H (5.146, -11.220, -5.689)
H (4.141, -10.631, -7.024)
H (5.664, -5.332, -4.422)
H (4.994, -5.030, -6.047)
H (3.876, -3.880, -3.512)
H (4.751, -2.904, -4.693)
H (3.132, -3.651, -5.091)
C (-1.264, 6.439, -5.818)
C (-0.305, 6.400, -4.664)
O (0.700, 5.453, -4.836)
P (1.772, 5.313, -3.747)
O (2.038, 6.560, -3.001)
O (1.148, 4.200, -2.774)
C (1.991, 3.520, -1.795)
C (1.076, 2.668, -0.921)
O (3.027, 4.767, -4.396)
C (3.230, 3.544, -5.142)
C (4.506, 2.852, -4.567)
H (-1.724, 5.463, -6.104)
H (-2.034, 7.080, -5.471)
H (-0.785, 6.869, -6.705)
H (0.075, 7.414, -4.645)
H (-0.902, 6.267, -3.726)
H (2.580, 2.848, -2.330)
H (2.504, 4.362, -1.229)
H (1.612, 1.926, -0.367)
H (0.465, 3.233, -0.215)
H (0.377, 2.110, -1.501)
H (2.378, 2.968, -5.073)
H (3.451, 3.898, -6.136)
H (4.667, 3.196, -3.577)
H (4.337, 1.746, -4.617)
H (5.339, 3.124, -5.145)
C (-4.089, 3.798, 3.891)
C (-3.224, 4.998, 4.194)
O (-1.821, 4.707, 3.861)
P (-0.941, 5.975, 3.485)
O (-1.189, 7.055, 4.390)
O (0.521, 5.407, 3.312)
C (1.138, 4.784, 4.474)
C (1.913, 5.770, 5.284)
O (-1.286, 6.343, 1.987)
C (-1.000, 5.309, 0.992)
C (-1.461, 5.843, -0.302)
H (-5.102, 3.997, 4.068)
H (-3.865, 3.470, 2.924)
H (-3.821, 3.024, 4.573)
H (-3.597, 5.942, 3.750)
H (-3.295, 5.204, 5.307)
H (0.399, 4.295, 5.128)
H (1.830, 3.984, 4.070)
H (2.379, 5.387, 6.212)
H (2.758, 6.134, 4.716)
H (1.295, 6.605, 5.593)
H (0.063, 5.179, 0.946)
H (-1.492, 4.407, 1.227)
H (-2.578, 5.986, -0.291)
H (-0.955, 6.773, -0.613)
H (-1.163, 5.130, -1.061)
C (7.433, 2.342, -1.204)
C (6.010, 2.764, -0.835)
O (4.953, 1.899, -1.372)
P (4.416, 0.628, -0.671)
O (3.259, 0.120, -1.380)
O (5.644, -0.301, -0.519)
C (6.110, -1.091, -1.670)
C (6.429, -2.472, -1.343)
O (4.326, 0.936, 0.919)
C (3.204, 1.443, 1.716)
C (3.071, 2.964, 1.666)
H (8.023, 3.226, -1.235)
H (7.883, 1.559, -0.585)
H (7.560, 1.930, -2.178)
H (5.845, 2.880, 0.226)
H (5.771, 3.736, -1.289)
H (5.354, -0.940, -2.449)
H (7.003, -0.481, -1.972)
H (5.627, -2.974, -0.852)
H (6.724, -3.006, -2.268)
H (7.294, -2.482, -0.628)
H (2.322, 0.979, 1.321)
H (3.384, 1.096, 2.749)
H (3.952, 3.460, 2.069)
H (3.036, 3.389, 0.655)
H (2.180, 3.272, 2.159)
C (1.276, -2.750, 5.481)
C (0.868, -2.331, 4.081)
O (-0.509, -1.884, 4.053)
P (-1.583, -2.669, 3.264)
O (-1.370, -2.825, 1.838)
O (-2.911, -1.892, 3.637)
C (-3.523, -1.027, 2.640)
C (-4.715, -1.808, 2.102)
O (-1.585, -4.055, 4.056)
C (-2.049, -5.218, 3.244)
C (-1.576, -6.508, 3.837)
H (1.435, -1.790, 5.991)
H (0.472, -3.327, 5.991)
H (2.220, -3.249, 5.510)
H (1.447, -1.425, 3.863)
H (1.000, -3.038, 3.283)
H (-3.738, -0.066, 3.086)
H (-2.786, -0.905, 1.865)
H (-4.505, -2.866, 2.024)
H (-5.669, -1.674, 2.619)
H (-5.048, -1.425, 1.166)
H (-3.116, -5.099, 3.166)
H (-1.587, -5.127, 2.265)
H (-1.630, -7.270, 3.040)
H (-0.552, -6.362, 4.267)
H (-2.247, -6.922, 4.641)
C (-3.858, 2.106, 9.503)
C (-3.756, 0.673, 10.039)
O (-3.263, -0.232, 9.045)
P (-3.933, -0.457, 7.621)
O (-5.378, -0.071, 7.550)
O (-2.999, 0.303, 6.637)
C (-1.527, 0.148, 6.689)
C (-0.827, 1.385, 6.059)
O (-3.590, -2.030, 7.485)
C (-4.382, -2.858, 6.544)
C (-4.076, -4.256, 6.887)
H (-4.514, 2.251, 8.649)
H (-4.367, 2.643, 10.293)
H (-2.847, 2.575, 9.425)
H (-2.992, 0.596, 10.774)
H (-4.801, 0.304, 10.296)
H (-1.296, 0.041, 7.721)
H (-1.285, -0.754, 6.171)
H (-1.311, 2.264, 6.459)
H (0.238, 1.378, 6.189)
H (-0.983, 1.356, 4.993)
H (-5.395, -2.532, 6.654)
H (-4.149, -2.623, 5.509)
H (-4.386, -4.956, 6.082)
H (-3.021, -4.366, 7.125)
H (-4.621, -4.529, 7.776)

Atoms 1-6, force components in eV/Å:
N 0.60 -0.47 -2.06
C -0.55 -0.68 -0.05
C -0.69 0.36 2.15
C 0.61 1.68 -2.36
C 0.46 -2.08 -0.23
C -0.07 -0.44 1.37

Values from the calculation:
HOMO-LUMO gap = 9.90 eV
F_max = 0.0853 Eh/bohr
HOMO energy = -9.431 eV
E_LUMO = 0.469 eV